(w)
Computed, not measured: a 2-piece molecular cluster, C3H6N2O overall, with the ωB97M-V functional and the def2-TZVPD basis.

Each line ends with the Mulliken charge.
CARTESIAN COORDINATES (ANGSTROEM)
N 1.17 -0.54 -0.81  -0.620
C -0.04 0.06 -1.41  -0.673
C -0.89 -0.33 1.54  -0.468
O 0.39 -0.23 1.72  -0.323
C -1.55 0.77 2.24  0.543
N -2.26 1.64 2.54  -0.356
H 1.45 -1.38 -1.30  0.221
H 1.97 0.10 -0.83  0.254
H 0.02 1.15 -1.42  0.300
H -0.19 -0.27 -2.44  0.289
H -0.91 -0.22 -0.81  0.237
H 0.83 -0.75 0.98  0.596

Computed properties:
* gap between HOMO and LUMO: 8.9 eV
* HOMO level: -9.206 eV

***

(x)
Computed, not measured: one molecule with the formula C3H6N2O, with the ωB97M-V functional and the def2-TZVPD basis.

Each line ends with the Mulliken charge.
CARTESIAN COORDINATES (ANGSTROEM)
H 1.37 0.18 1.48  0.318
N 1.05 -0.87 1.50  -0.597
C 0.25 -1.10 0.45  0.086
N -0.43 -0.27 -0.45  0.044
O -0.35 -0.70 -1.73  -0.445
C -0.04 1.14 -0.35  -0.247
C -0.35 1.77 0.78  -0.536
H -0.05 -2.24 0.29  0.278
H -1.34 -0.89 -1.86  0.379
H 0.63 1.52 -1.24  0.255
H -1.27 1.29 1.41  0.206
H 0.04 2.82 1.14  0.259

Computed properties:
* gap between HOMO and LUMO: 9.8 eV
* SMILES: [H]/N=C\N(O)C=C
* HOMO level: -9.030 eV

***

Stability, lowest: (x)

***

(w)
Computed, not measured: a 2-piece molecular cluster, C4H10O overall, with the ωB97M-V functional and the def2-TZVPD basis.

Each line ends with the Mulliken charge.
CARTESIAN COORDINATES (ANGSTROEM)
C -2.62 0.17 2.53  -1.135
C -2.16 0.61 1.16  -0.163
C -1.95 -0.22 0.15  0.009
C -1.39 0.26 -1.18  -1.041
H -2.96 1.05 3.09  0.328
H -3.41 -0.58 2.51  0.310
H -1.79 -0.21 3.07  0.285
H -2.09 1.69 1.04  0.239
H -2.00 -1.28 0.38  0.309
H -1.18 1.31 -1.05  0.294
H -0.55 -0.33 -1.52  0.300
H -2.15 0.15 -1.96  0.265
O 6.50 -0.68 -2.20  -0.642
H 7.08 -1.15 -1.59  0.320
H 6.32 0.15 -1.72  0.322

Computed properties:
* gap between HOMO and LUMO: 10.2 eV
* SMILES: C/C=C/C.O
* HOMO level: -9.159 eV

***

(x)
Computed, not measured: a 3-piece molecular cluster, C4H10O overall, with the ωB97M-V functional and the def2-TZVPD basis.

Each line ends with the Mulliken charge.
CARTESIAN COORDINATES (ANGSTROEM)
H 1.58 2.35 0.89  0.143
H 0.89 2.15 1.08  -0.154
C -2.10 -0.39 -0.43  -1.006
C -1.16 0.69 0.01  0.217
O -0.93 0.94 1.18  -0.478
H -1.75 -0.90 -1.33  0.280
H -2.24 -1.10 0.39  0.293
H -3.07 0.07 -0.66  0.348
H -0.68 1.29 -0.79  0.358
C 2.04 -0.38 -0.69  -0.410
C 1.16 -1.30 -0.31  -0.600
H 2.33 -0.25 -1.73  0.234
H 2.49 0.30 0.02  0.242
H 0.70 -1.98 -1.02  0.268
H 0.87 -1.41 0.73  0.267

Computed properties:
* gap between HOMO and LUMO: 11.0 eV
* SMILES: [H][H].CC=O.C=C
* HOMO level: -9.900 eV

***

(y)
Computed, not measured: one molecule with the formula C4H10O, with the ωB97M-V functional and the def2-TZVPD basis.

Each line ends with the Mulliken charge.
CARTESIAN COORDINATES (ANGSTROEM)
C -2.11 -0.51 -0.08  -0.789
C -1.17 0.69 -0.07  -0.321
O 0.07 0.18 -0.69  -0.318
C 0.97 0.02 0.36  -0.055
C 2.34 -0.18 -0.24  -1.217
H -1.69 -1.60 0.41  0.215
H -2.66 -0.85 -1.20  0.224
H -3.10 -0.07 0.49  0.270
H -0.96 1.11 0.94  0.315
H -1.62 1.56 -0.62  0.284
H 1.23 1.07 0.92  0.221
H 0.79 -0.81 1.13  0.233
H 3.06 -0.30 0.56  0.370
H 2.36 -1.04 -0.93  0.319
H 2.48 0.74 -0.98  0.249

Computed properties:
* gap between HOMO and LUMO: 10.9 eV
* SMILES: CCOCC
* HOMO level: -9.793 eV

***

(z)
Computed, not measured: C4H10O as an isolated structure, with the ωB97M-V functional and the def2-TZVPD basis.

Each line ends with the Mulliken charge.
CARTESIAN COORDINATES (ANGSTROEM)
C -1.72 -0.24 -1.11  -1.189
C -0.81 0.10 0.05  -0.372
C 0.54 0.46 -0.18  0.262
C 1.30 1.34 0.77  -1.304
O 1.19 -1.24 0.39  -0.752
H -1.19 -0.80 -1.88  0.295
H -2.16 0.65 -1.59  0.315
H -2.56 -0.86 -0.78  0.325
H -1.28 0.58 0.92  0.353
H -0.04 -1.01 0.45  0.384
H 0.93 0.42 -1.20  0.348
H 1.10 2.39 0.51  0.357
H 0.96 1.17 1.79  0.318
H 2.38 1.16 0.72  0.324
H 1.35 -1.81 -0.38  0.337

Computed properties:
* gap between HOMO and LUMO: 9.1 eV
* HOMO level: -8.116 eV

***

Stability, lowest: (z)

***

(w)
Computed, not measured: C4H10O as an isolated structure, with the ωB97M-V functional and the def2-TZVPD basis.

Each line ends with the Mulliken charge.
CARTESIAN COORDINATES (ANGSTROEM)
C -0.42 -1.52 -1.23  -1.046
C -0.74 -0.07 -0.96  -0.289
C 0.25 0.81 -0.48  -0.125
C 0.10 0.63 1.81  -1.366
O 1.54 0.47 -0.55  -0.472
H 0.28 -1.89 -0.48  0.291
H 0.05 -1.68 -2.21  0.265
H -1.32 -2.13 -1.19  0.338
H -1.62 0.39 -1.41  0.410
H -0.63 0.16 0.41  0.179
H 0.00 1.87 -0.40  0.363
H -0.86 0.74 2.33  0.401
H 0.60 -0.28 2.19  0.293
H 0.72 1.51 2.09  0.339
H 2.04 1.01 0.09  0.420

Computed properties:
* gap between HOMO and LUMO: 7.6 eV
* HOMO level: -6.889 eV

***

(x)
Computed, not measured: a 2-piece molecular cluster, C4H10O overall, with the ωB97M-V functional and the def2-TZVPD basis.

Each line ends with the Mulliken charge.
CARTESIAN COORDINATES (ANGSTROEM)
C 0.76 -1.17 -1.04  -0.992
C -0.05 -1.14 0.18  -0.134
C 0.04 -0.04 0.96  0.170
C -0.60 0.08 2.27  -1.285
H 1.06 -2.12 -1.35  0.412
H 0.25 -0.57 -1.87  0.160
H 1.79 -0.68 -0.88  0.237
H -0.69 -1.99 0.42  0.319
H 0.72 0.95 0.71  0.196
H -1.22 -0.75 2.50  0.336
H -1.13 0.99 2.47  0.335
H 0.18 0.17 3.13  0.250
O -0.17 1.69 -2.04  -0.628
H -0.77 1.52 -1.39  0.304
H 0.28 2.55 -1.69  0.322

Computed properties:
* gap between HOMO and LUMO: 9.8 eV
* SMILES: C/C=C/C.O
* HOMO level: -8.910 eV

***

Stability, lowest: (w)